Entry 1:
Entry from the Open Molecules 2025 dataset: a 11-piece molecular cluster, C32H91B2NO18P overall (the ωB97M-V functional and the def2-TZVPD basis).

As for the HOMO energy: -4.49 eV. Its total charge is -1. As for the total energy: -3073.94714 Ha. The calculation puts the gap between HOMO and LUMO at 6.2 eV.

```
145
C32H91B2NO18P, DFT the ωB97M-V functional and the def2-TZVPD basis
H -3.060 -0.087 -3.618
C 5.112 2.167 7.163
H -1.345 -7.008 -0.500
C -0.235 5.590 -3.332
H -4.766 -5.642 -5.051
H -3.968 -4.322 -6.818
C 4.383 5.641 0.026
H 4.677 6.847 -3.575
H 4.341 4.152 4.542
H 0.474 -7.463 6.594
C -4.164 -7.540 -2.779
H 4.054 2.040 2.438
H -0.931 -1.347 -4.726
C -0.570 2.072 -2.030
C -2.204 -2.583 -3.502
H -1.079 -0.776 0.601
H -2.536 3.652 -2.411
H -1.150 -6.751 6.441
C 4.896 -0.237 0.785
H -2.033 2.820 2.374
H -2.426 5.645 1.263
H -0.076 1.250 2.226
H -2.180 4.266 3.403
H 3.818 -0.088 0.909
H 3.759 1.127 -1.054
H -0.702 -0.232 -1.416
H -5.904 -4.323 -5.449
H 2.079 1.662 -3.624
O -4.235 -1.372 5.272
H -0.635 6.593 -3.515
H 2.316 -0.474 -1.648
O -1.711 1.108 0.059
H -2.085 -3.295 -4.322
H -0.423 -1.453 -3.060
H -2.717 -0.841 3.800
H 3.641 6.282 0.507
H -3.252 -1.763 0.445
H -5.002 -6.830 -1.166
O -3.191 1.727 -1.902
O -2.843 -0.052 3.254
N -0.499 0.627 2.915
H 5.973 0.592 2.456
H 2.213 -7.901 1.512
H 1.283 -7.762 0.010
H 1.484 2.522 -1.645
C 3.950 0.077 -2.904
H -0.819 5.387 -1.469
C 4.769 2.175 1.626
H 4.082 0.802 -3.712
O 0.222 -7.292 1.668
C -3.256 3.109 -1.780
C 5.644 0.925 1.468
H 0.155 -0.149 2.980
H -0.924 4.849 -3.749
C -2.444 3.828 2.438
C 1.233 -8.069 1.054
O -1.236 -5.706 -2.067
H 4.200 2.344 0.712
C -3.157 -0.691 0.196
H 0.728 0.560 -3.749
H 2.665 7.356 -2.549
H -3.528 3.730 2.388
H 6.290 -0.427 -0.845
C 0.881 1.629 -1.856
B -4.538 0.014 0.530
H 5.171 5.404 0.743
H -2.679 -5.843 -0.577
H -1.613 0.743 -4.150
H 1.007 -9.140 1.090
C -1.916 -0.061 0.801
O -1.922 4.051 0.047
H -1.705 -2.588 -1.414
H 2.185 -1.150 -3.245
O -4.667 1.099 1.404
H -0.802 -8.332 5.724
O 5.186 3.021 6.029
H 4.487 -0.826 -3.213
H 0.967 0.998 -0.966
C -1.600 -5.973 -0.730
O 4.000 4.528 3.722
O -5.680 -0.466 -0.070
H -0.325 -4.340 -3.247
H -4.756 -4.148 -4.105
H -0.840 4.902 1.493
H -3.676 2.948 0.298
H -3.860 4.592 -0.352
H 6.074 2.100 7.678
C -4.894 -4.559 -5.102
H 0.722 5.506 -3.843
H 5.139 -1.171 1.300
H 5.349 3.068 1.858
H -4.245 3.384 -2.176
H 4.779 1.163 6.890
H 5.825 2.652 5.410
H 2.039 3.967 4.171
H 4.383 2.603 7.841
H 5.338 7.063 -0.915
H 3.379 5.735 -4.047
B -1.791 0.177 2.354
H 2.259 5.253 2.978
C 1.504 0.913 -3.070
C -0.388 -7.348 5.933
C -0.802 -4.361 -2.265
O 4.905 6.240 -1.160
O 2.759 7.641 -3.464
H -4.861 -2.814 6.545
H -6.449 -0.261 0.478
C -3.231 3.684 -0.373
H 5.287 1.430 -1.843
O -3.890 -3.981 -5.923
H -0.736 2.914 -1.362
C -1.989 0.009 -3.432
H 3.816 7.084 -5.111
H -3.154 -7.191 -2.556
O -0.023 -6.776 4.684
C 2.459 -0.239 -2.708
H 0.161 -7.540 2.598
H -3.955 -1.514 7.337
H -1.061 -5.335 -0.024
H 3.898 4.716 -0.275
H 2.498 5.604 4.700
H -3.249 -2.267 -3.495
H -4.085 -0.420 5.251
P -1.803 0.681 -1.677
H -0.707 2.449 -3.052
H 6.532 1.178 0.883
C -1.893 4.680 1.304
O 0.014 5.368 -1.956
C 4.564 0.642 -1.613
C 2.632 4.850 3.918
H -4.338 -7.424 -3.845
C -1.311 -1.344 -3.696
H -2.838 -3.843 -1.858
C -1.931 -3.324 -2.185
H -5.634 -1.244 6.813
H -4.538 0.864 2.334
H 0.340 -5.900 4.840
C 5.205 -0.418 -0.702
O -5.149 -6.758 -2.113
C 3.708 6.777 -4.072
H -0.025 -4.141 -1.521
C -4.693 -1.740 6.562
H -4.254 -8.601 -2.525
H 4.837 -1.403 -1.005
O -2.952 -0.585 -1.208
```

Here are the Löwdin charges for atoms 1 to 2, given in e:
1 H 0.0764
2 C -0.1419


Entry 2:
Entry from the Open Molecules 2025 dataset: an isolated molecule of CF4S2 in a non-equilibrium geometry (the ωB97M-V functional and the def2-TZVPD basis).

As for the HOMO energy: -9.54 eV. Its total charge is 0. As for the total energy: -1233.85409 Ha. Its SMILES is FSC(F)(F)SF. The calculation puts the gap between HOMO and LUMO at 8.9 eV.

```
7
CF4S2, DFT the ωB97M-V functional and the def2-TZVPD basis
F 2.189 0.965 0.364
S -1.509 -0.574 0.809
F -0.441 0.143 -1.457
S 1.550 -0.506 0.178
F -1.186 -1.986 0.084
C -0.309 0.327 -0.178
F -0.294 1.631 0.200
```

Here are the Löwdin charges for atoms 1 to 2, given in e:
1 F -0.5053
2 S 0.9766


Entry 3:
Entry from the Open Molecules 2025 dataset: C13H15PSe2Sn as an isolated structure in a non-equilibrium geometry (the ωB97M-V functional and the def2-TZVPD basis).

As for the HOMO energy (alpha / beta): -6.59 / -6.58 eV. Its total charge is 0. As for the total energy: -5862.84976 Ha. The calculation puts the gap between HOMO and LUMO (alpha / beta) at 6.5 / 6.5 eV.

```
32
C13H15PSe2Sn, DFT the ωB97M-V functional and the def2-TZVPD basis
C -0.954 -3.613 2.832
C -0.403 2.135 0.957
H -0.873 -2.041 4.322
C 0.567 1.157 0.689
H -0.192 -0.280 2.706
H 0.636 0.533 -5.196
C 1.213 3.328 2.305
H -0.942 2.616 -7.092
C -0.345 -1.307 2.365
Se 1.751 -0.857 -1.663
H 3.200 2.482 2.412
C -0.764 -3.945 1.482
C -0.078 3.222 1.775
H -0.938 -4.971 1.146
C 1.875 1.286 1.191
C -0.355 -2.966 0.572
C 2.191 2.371 2.012
H -0.892 1.221 -4.316
C -0.161 -1.644 1.011
Se -1.675 -0.128 -1.486
H 2.636 0.546 0.935
H -0.843 3.970 1.995
H -1.272 -4.380 3.544
C -0.739 -2.301 3.270
H 1.451 4.176 2.945
H -1.082 -0.084 -5.700
H -1.393 2.040 0.503
Sn -0.287 -1.590 -3.212
C -0.447 0.501 -5.021
H -0.198 -3.217 -0.484
P 0.126 -0.351 -0.247
H -0.816 2.092 -6.556
```

Here are the Löwdin charges for atoms 1 to 2, given in e:
1 C -0.0760
2 C -0.0979